# 1
Computed, not measured: a single C3H2N2O2 molecule, with ωB97M-V with the def2-TZVPD basis set.

Values from the calculation:
2S+1: 1
structure (SMILES): O=CC(=O)N1C=N1
frontier orbital gap: 9.522 eV
energy above the lowest of the compared OMol25 structures with the same formula, charge and spin: 367.1 kJ/mol

Atoms and positions in Å:
H -1.97799 0.78010 0.95835
C -1.72155 0.24325 0.02582
O -2.43257 0.23855 -0.94376
C -0.38813 -0.51221 0.02606
N 0.64374 0.27003 0.63475
N 1.99253 -0.60132 0.69923
O -0.26871 -1.63397 -0.38454
H 2.30350 0.89383 -0.90856
C 1.84916 0.32175 -0.10735

Here are the natural (NBO) charges for atoms 1 to 6, given in e: 0.137, 0.341, -0.448, 0.550, -0.408, -0.131

# 2
Computed, not measured: a molecular structure, C40H38AsN3O3SbW at a distorted geometry, with ωB97M-V with the def2-TZVPD basis set.

Values from the calculation:
2S+1: 1
total charge: +3
frontier orbital gap: 5.402 eV

Atoms and positions in Å:
H -1.69811 -2.35802 3.63155
H 1.36356 0.27479 -2.73801
H -0.08817 -6.25766 0.80127
C -1.92991 -2.33728 2.56373
C 1.02505 -3.13377 0.45416
H 2.54585 1.92705 -1.54392
C 2.96928 2.45563 -0.69438
H 1.55475 -0.98114 -3.95087
C -0.95536 -4.50979 1.69699
H -4.16599 -2.62052 -2.83539
N 0.08490 -2.52152 1.15989
H -1.74230 -5.05940 2.19584
C -0.27401 2.73959 -1.92512
H -0.46777 1.95843 -2.64502
H -3.00145 0.45541 2.43289
O 0.11945 -1.54960 -1.66985
H -5.27766 1.69144 -1.77671
H 3.38534 1.95570 3.93018
C 0.15408 4.79210 -0.07039
C 3.05293 1.54058 2.98772
H -2.41764 -4.39979 -2.43102
N 2.82976 -1.33655 -1.15785
C 0.08037 3.93148 2.89367
C 2.75887 1.71604 0.57441
H 4.04265 2.59562 -0.84645
H -2.83203 1.47346 -1.74993
C 3.19690 2.24737 1.83381
C 0.02629 3.41835 4.17968
C -3.39476 1.26897 -0.85001
C 4.30417 -1.41193 -3.00205
H 2.39379 -0.35242 3.85660
Sb 3.19411 -2.14753 1.59782
H 3.65580 3.22804 1.83976
H 0.02583 4.24922 -3.41538
H 0.30615 5.60056 0.63290
H -3.30254 -2.68278 -0.57910
H 4.47657 -1.18992 -4.04719
H 5.81396 -2.64585 -0.24941
H 0.19010 4.07459 5.02413
H 0.39567 6.05944 -1.77704
C -4.77744 1.39260 -0.86508
H -0.30115 1.68523 5.40568
H -0.69252 0.18084 3.49547
H 2.65164 0.39319 -3.94440
C -0.00303 4.03292 -2.35581
C -0.14995 3.09456 1.80302
H -6.58823 1.25222 0.27121
C -2.75641 0.89771 0.32916
H 0.29133 4.98289 2.74785
H 1.74704 -5.02071 -0.33509
C 5.04772 -2.22535 -0.88778
C -0.43624 1.74637 2.02871
H -5.43785 0.63482 2.36857
O -1.27148 -0.08688 -2.59360
C 3.81935 -1.86885 -0.38616
As -0.83150 0.87056 0.35120
H 6.22144 -2.30996 -2.69921
H -1.93554 -1.31168 2.21672
N 2.19882 0.53042 0.61050
C 2.04122 -0.22999 1.72735
C -0.32177 2.48783 -0.56114
H -3.19419 -1.62878 -3.91825
C 5.27937 -2.02312 -2.25058
H 2.51769 3.44642 -0.63574
H -2.92867 -2.75301 2.43967
H -1.49350 -3.61890 -3.71004
C -0.24836 2.07013 4.39564
C -4.86728 0.79134 1.46281
H -3.81596 -0.92709 -2.41967
C -0.10121 3.50172 0.38205
C 2.49152 0.23491 2.95194
C -0.93558 -3.13076 1.80444
C 0.20345 5.05195 -1.43291
C -0.01100 -5.18354 0.91646
O -2.40572 -2.35081 -0.71106
C -1.09723 -1.20329 -2.19774
C 3.07209 -1.03951 -2.44707
C -5.51185 1.14565 0.28523
C -3.41280 -1.83090 -2.87060
H -0.73805 -3.91481 -2.13385
C 2.09866 -0.29253 -3.30246
C -1.66538 -3.63668 -2.63273
C -0.47868 1.22821 3.31576
C -2.17296 -2.29503 -2.13587
W 0.97655 -1.08979 0.02688
C 1.01091 -4.50788 0.26710
C -3.48574 0.66893 1.49145

Here are the Mulliken charges for atoms 1 to 6, given in e: 0.445, -0.258, 0.516, -1.078, 0.578, -0.059

# 3
Computed, not measured: 30 unconnected molecules or ions with the total composition C11H82NO29 at a distorted geometry, with ωB97M-V with the def2-TZVPD basis set.

Values from the calculation:
2S+1: 1
total charge: +1
frontier orbital gap: 10.001 eV
energy above the lowest of the compared OMol25 structures with the same formula, charge and spin: 0.0 kJ/mol

Atoms and positions in Å:
H 1.89954 -0.33263 0.32096
H -4.86646 2.92837 3.16296
O -0.44346 2.99737 -5.21004
O 1.73854 1.59537 2.75596
O 4.11954 1.20537 1.46996
H -0.62846 1.11337 1.69996
O 1.07954 -1.00063 -5.02804
H -1.35346 -0.40163 1.44496
H 1.53954 2.37137 2.52196
H -2.86346 -1.83863 3.47396
H 2.39754 4.94737 -3.50904
O -3.70746 -2.21663 -2.51104
H 1.13154 5.88937 -1.72204
H -0.75046 -1.69863 -0.21004
H -0.27646 5.81637 -1.17404
H -4.24646 4.25637 2.86296
C 2.08454 2.35337 -2.39704
H 4.89254 1.85537 1.95396
H 4.01554 -5.80563 1.76496
O 1.99554 3.80737 -6.14104
H 1.26054 -1.75463 -5.52504
H 0.08954 0.13937 5.22696
H -2.43746 -0.59263 -0.97404
H 4.17654 -1.17263 3.84896
H 0.46554 3.24437 -5.24304
H 1.06554 -1.18963 1.55296
H 4.66554 -6.07163 3.16996
H -5.09846 3.99337 -0.63404
H -3.24346 2.27237 -1.11804
H -3.07346 4.73237 -0.89804
O -1.05846 -2.53263 3.31496
O -3.78346 -1.79063 3.38196
H 4.16654 -1.87663 0.64296
O 4.71354 0.14537 -1.09604
H -0.97446 -3.10163 4.09496
O -1.39346 0.34537 -4.95704
H 2.68354 -5.13463 -2.09504
H -0.54846 -5.14063 2.48896
H 3.05654 -2.73863 1.76796
H 1.26454 -5.91863 1.36296
H -3.80246 -1.04663 3.93596
H 2.05954 -6.90563 0.61396
H 1.90654 2.88337 -6.19204
H -6.92546 -1.19263 1.13596
H 1.96354 -5.80963 -0.83304
H -0.58346 -1.80563 3.60096
H 0.25954 1.28537 -2.76304
H -3.97746 0.89737 -0.21104
O -4.10346 3.33437 3.26196
O 4.93854 -5.86663 2.17596
H -0.53546 0.03537 -5.23604
O -3.76046 -2.43863 0.64196
H -2.13846 2.65037 0.96596
C 0.20254 1.53537 -0.78604
H -3.53146 -1.97463 1.49196
H -3.97546 -3.34263 0.92396
H 1.37254 -3.32963 0.08596
H 1.88254 -0.86863 -4.43804
H 1.08654 4.66437 0.76596
O -1.56046 -5.01563 -0.83204
H -0.35846 2.38237 -0.76304
O -0.52546 -4.61663 1.75996
O 1.17254 4.24237 1.52096
O 4.97454 -0.92263 3.44696
H -0.37546 -3.78963 2.20096
O 3.80954 -0.19863 -3.56104
H 0.82454 0.60737 3.91896
H -1.11346 3.57737 -5.81104
N -0.69146 0.32337 -0.43004
H -4.16546 -2.79963 -1.85204
H -5.69646 -1.31463 0.41296
H 1.39454 0.33637 -2.06504
O 2.11254 -5.97263 0.98896
C -1.25846 0.55737 0.92996
C -2.03146 0.29537 -1.15004
H 4.39054 0.46037 2.21596
H -3.04446 -2.50263 -3.01904
H 4.05254 -0.06763 -2.59004
C 0.91754 1.32637 -2.01504
H 0.00054 -1.31463 -1.56304
H 6.58754 -3.83663 3.75996
H -1.89846 0.40037 -2.30004
C -2.44946 1.52637 0.83296
C 3.33054 -2.69963 0.75996
O 0.70854 5.90537 -0.88004
H -2.93246 4.48337 0.61696
C 1.97654 -2.39363 -0.07804
O 1.92554 -5.70863 -1.79004
H 3.76654 -3.44463 0.31996
O 6.14454 -3.37263 3.10296
H -2.54846 -4.67963 -0.75304
H -2.93146 1.34237 1.62696
C -2.93746 1.31837 -0.56304
H 1.56354 3.30237 -2.27504
C -0.01146 -0.97563 -0.45804
H 2.02554 4.21237 -6.97004
H 0.85354 1.79637 0.13096
H -6.20646 2.65237 1.08296
C 1.25354 -1.20263 0.37296
H 4.35654 0.38437 -0.15304
H -6.31946 4.74137 -0.14504
O 2.59254 5.71137 -2.89204
H 5.56254 -4.01063 2.70496
H -3.27746 0.81437 4.01396
H 2.94854 6.55637 -3.32804
H 2.61054 2.42537 -1.63204
H -1.22946 -4.63463 0.05796
H 5.36554 0.68337 -1.27904
H -6.53246 1.20037 1.12196
H -1.29746 1.26437 -5.17104
H 2.30754 -2.45663 -1.22604
O -3.55546 0.48637 4.75996
O -6.36246 2.02837 1.79896
H 4.04654 -1.13663 -3.80704
O 0.34954 -0.23463 4.38996
H 0.99254 5.04537 2.17896
O -6.03646 3.85537 -0.26004
O -3.53646 4.61537 -0.06704
H 2.51654 2.25537 -3.35604
H -4.40146 0.77737 4.99696
H 2.52354 1.41237 2.27896
H 5.55654 -1.61563 3.21496
O -6.32246 -0.79363 0.53096

Here are the Mulliken charges for atoms 1 to 6, given in e: -0.758, 0.272, -0.663, -0.678, -0.881, -0.197

# 4
Computed, not measured: a molecular structure, C4H11N3 at a distorted geometry, with ωB97M-V with the def2-TZVPD basis set.

Values from the calculation:
2S+1: 1
frontier orbital gap (spin up / spin down): 8.021 / 8.927 eV
energy above the lowest of the compared OMol25 structures with the same formula, charge and spin: 594.2 kJ/mol

Atoms and positions in Å:
H -0.33444 -0.42928 -2.53392
H -0.52322 -2.22290 -1.31969
H -1.72238 0.27327 -1.61262
N 0.27586 1.06053 2.01995
H -0.18561 1.18721 -1.84968
H 0.98547 -2.09330 0.36138
H 2.33431 -0.39558 -0.24329
N -0.91793 -1.70003 -0.53631
C 0.43653 -0.01778 -0.15922
N 1.63712 0.23616 -0.63634
C -0.64662 0.20951 -1.71541
H -0.34003 1.46553 2.71170
H 1.15427 1.56370 2.01234
H -0.28394 1.97450 0.16278
H -0.26596 -1.38936 1.43195
C -0.32927 1.02376 0.70290
C 0.09527 -1.46107 0.40638
H -1.36943 0.71513 0.79709

Here are the natural (NBO) charges for atoms 1 to 6, given in e: 0.203, 0.321, 0.211, -0.843, 0.206, 0.179

Question: Look up the 2S+1 of the second one.
Answer: 1